The following is a quantum chemistry calculation of a 2-piece molecular cluster, C12H31BN2O5PS2 overall, from the OMol25 dataset.

Each line ends with the Mulliken charge.
Geometry (Å):
H  4.8801  -0.6476  -4.5808  0.46
O  0.3291  0.7539  -1.5660  -0.56
O  -2.0021  1.4236  -1.4475  -0.63
H  1.5084  -0.2657  -0.2532  0.26
C  -0.3446  0.3569  1.3823  -0.29
H  -1.6546  -3.0917  1.8591  0.30
H  -3.4702  0.9693  3.3614  0.35
H  4.3204  2.1115  -0.7721  0.47
N  2.3674  1.5389  -0.9931  -0.12
H  -5.8195  -0.4364  0.7615  0.32
O  0.4578  -2.1710  -0.4966  -0.92
S  0.6771  -0.7589  2.4288  -0.30
B  -0.7097  -1.9702  0.1938  1.05
H  5.8876  0.5581  -4.1559  0.46
C  3.5690  1.5862  -0.1730  -0.83
S  -1.1880  0.2578  -1.3304  1.42
H  -0.9785  0.8836  2.0920  0.47
C  -3.3871  1.3739  1.2034  -0.44
H  -0.0063  2.9165  -0.4757  0.31
C  4.1374  0.2374  0.2860  -0.08
H  1.4048  1.5831  1.5140  0.84
H  6.3176  -0.9914  -3.8985  0.46
C  1.2599  0.7784  -0.4661  -0.45
H  3.3896  2.2248  0.6932  0.31
H  -2.6003  1.9436  0.7139  0.37
C  -1.2060  -0.4256  0.3418  -0.09
H  -5.4516  -2.1679  0.7101  0.34
O  5.5780  -0.3510  -3.9588  -0.41
H  2.5694  1.1683  -1.9132  0.26
H  3.4206  -0.2635  0.9398  -0.04
H  -0.9989  -4.1381  0.5849  0.26
C  -5.4371  -1.2440  0.1334  -1.38
H  5.0151  0.4385  0.9012  0.51
C  0.6252  1.3974  0.7708  -0.70
H  -6.1305  -1.3419  -0.7021  0.41
H  -4.3055  1.5372  0.6393  0.81
H  -3.6132  -1.7706  -0.9233  0.50
H  4.2205  -1.7270  -0.6455  0.35
H  3.9613  -0.4144  -1.7909  0.15
P  -2.9709  -0.4252  1.0246  -0.55
O  -1.4035  -0.8232  -2.2424  -0.78
H  -0.3439  -1.3459  3.0664  0.20
H  -4.0866  -0.1042  -1.1160  0.42
H  -2.5012  -3.2465  0.3484  0.30
C  -3.5338  1.8120  2.6718  -1.37
C  -4.0369  -0.9181  -0.3908  -0.52
H  -2.7438  2.5138  2.9471  0.31
H  0.6898  -3.1125  -0.5168  0.27
H  5.5736  -0.6978  -1.0579  0.33
H  -4.4803  2.3223  2.8465  0.35
N  -0.0710  2.6481  0.4994  -0.40
C  4.4942  -0.6985  -0.8796  -1.04
C  -1.4992  -3.1869  0.7828  -1.01
H  0.3209  3.4006  1.0489  0.27

Results
HOMO-LUMO gap   4.635 eV
Max |F|   0.439 eV Å⁻¹
Net charge   +1


The following is a quantum chemistry calculation of a 5-piece molecular cluster, C12H31BNO6P2S overall in a non-equilibrium geometry, from the OMol25 dataset.

Each line ends with the Mulliken charge.
Geometry (Å):
H  2.0150  2.0929  2.5472  0.33
H  -1.9258  -1.3830  -6.9905  0.31
C  1.3645  -5.9545  -1.7497  -1.22
C  0.0515  -1.4829  -4.9592  -0.75
H  -3.0866  1.7806  6.0828  0.30
H  -2.8295  3.2155  2.0745  -0.05
C  -3.0300  3.5577  3.0895  -0.71
C  0.1381  -1.2352  -6.4395  0.77
H  -2.4916  -0.5746  0.4796  0.32
H  -2.4384  3.4187  5.8554  0.28
H  3.6805  -4.7405  -0.6671  0.35
O  -1.3197  0.4508  -2.4477  -0.40
O  1.1469  -1.4598  -7.0704  -0.58
C  0.8842  3.3101  3.8905  0.70
C  -3.1786  2.6981  5.5033  -1.17
P  -1.3120  0.6506  -0.7873  0.63
C  -1.0941  -0.6880  -7.1151  -1.09
H  -4.0306  3.9975  3.1330  0.42
B  0.1440  -0.2735  0.0356  0.19
C  1.0617  2.0591  3.0770  -0.66
O  1.3100  -3.6527  -2.2907  -0.47
H  -2.2261  0.3450  -2.7023  0.21
H  -0.7331  -2.2110  -4.7474  0.33
N  2.9458  -0.9574  -0.4462  -0.87
C  -2.9448  2.3993  4.0429  0.87
H  0.9990  -1.8735  -4.5965  0.23
S  -1.5461  2.5367  -0.3265  -0.52
H  2.8982  3.7008  4.5039  0.34
C  1.9107  3.6020  4.9567  -1.26
C  2.7486  -4.2020  -0.4705  -0.76
H  1.0407  1.1837  3.7287  0.32
H  3.3670  -1.1346  -1.3442  0.19
O  -2.6965  1.2756  3.6724  -0.55
H  1.8745  0.7307  -1.9301  -0.04
P  1.8843  0.2693  -0.5780  0.33
H  -0.8985  -0.5549  -8.1777  0.31
H  -0.1699  -0.5516  -4.4348  0.19
C  1.7627  -4.5082  -1.5701  0.78
H  -2.2872  4.3036  3.3610  0.26
H  -4.1800  3.1087  5.6435  0.35
H  0.8939  -6.3266  -0.8381  0.32
H  2.3301  1.3404  0.2578  -0.12
H  0.0093  -1.4460  -0.1727  -0.16
H  0.2548  1.9781  2.3492  0.03
H  2.2459  -6.5576  -1.9745  0.33
H  1.9274  2.7921  5.6875  0.32
H  2.9539  -3.1230  -0.4174  0.12
H  1.6574  4.5322  5.4626  0.33
O  -2.7273  -0.1618  -0.3390  -0.59
H  -1.3596  0.2756  -6.6781  0.30
H  0.0559  -0.0438  1.2129  -0.17
H  0.6572  -6.0387  -2.5734  0.30
H  2.3418  -4.5233  0.4910  0.30
O  -0.0492  4.0532  3.6961  -0.53

Results
HOMO-LUMO gap   7.075 eV
Max |F|   2.117 eV Å⁻¹
Net charge   -1


The following is a quantum chemistry calculation of C12H31Cl2O2P2Rh as an isolated structure in a non-equilibrium geometry, from the OMol25 dataset.

Each line ends with the Mulliken charge.
Geometry (Å):
H  -0.2352  -3.4166  -1.2622  0.39
Cl  1.5320  0.2366  -1.7475  -0.29
Rh  -0.0307  0.0672  -0.0917  -0.56
H  -0.8161  2.1617  2.8238  0.21
H  1.9412  1.2723  3.6214  0.46
H  -1.7573  3.0473  -2.6963  0.43
H  3.0204  -1.4688  1.5515  0.29
C  -1.5698  0.1938  2.3346  -0.83
H  -1.6732  0.2511  1.2160  0.25
C  2.7729  -2.0046  0.6291  -1.17
H  1.3611  -4.1176  -0.8450  0.46
C  -1.6064  -2.5112  -5.8478  -1.03
H  0.0728  4.2543  -0.9900  0.46
H  -2.3296  1.3676  -2.4586  0.35
C  0.3267  -2.9522  1.7793  -1.27
H  0.7991  3.4167  0.4202  0.27
H  -0.6931  1.6577  -3.1001  0.38
H  3.1335  -3.0392  0.7015  0.48
C  -1.4610  2.0318  -2.4174  -1.10
H  -1.6121  -1.5802  -6.4362  0.33
Cl  0.7027  -1.6825  -4.6313  -0.19
H  1.2319  -2.7327  -1.9725  0.24
H  0.8761  -3.8932  1.8966  0.45
H  2.9553  0.7377  0.7754  0.21
C  -0.4841  1.1064  2.8604  -0.47
H  -1.8587  2.9217  1.3205  0.26
P  -0.8248  2.0496  -0.7121  1.22
H  -0.2188  0.8928  3.9180  0.50
C  -0.9699  -2.2651  -4.4997  0.76
H  -1.0387  -3.2775  -6.3996  0.33
H  3.1813  2.2990  1.6328  0.31
O  -1.4875  -2.4278  -3.4240  -0.46
C  3.0684  1.2073  1.7566  -1.11
H  3.2606  -1.5098  -0.2155  0.38
H  -3.0433  2.1084  0.2675  0.39
H  1.3422  3.0039  -1.2295  0.40
C  0.8174  -3.1942  -1.0715  -0.92
C  0.4849  3.3101  -0.6235  -1.14
C  1.9298  0.7643  2.6450  -0.50
H  -0.7358  -3.1704  1.6404  0.41
H  2.0395  -0.3238  2.8504  0.31
H  -2.5212  0.5065  2.8028  0.39
H  -2.4485  3.7381  -0.1548  0.47
H  4.0065  0.8539  2.2082  0.42
H  -2.6347  -2.8554  -5.6736  0.30
P  0.9641  -2.0285  0.3335  1.07
O  0.6720  1.0156  2.0002  0.08
H  -1.3714  -0.8458  2.6100  0.30
H  0.4465  -2.3504  2.6857  0.32
C  -2.1740  2.7726  0.2827  -1.25

Results
HOMO-LUMO gap (spin up / spin down)   8.853 / 4.659 eV
Max |F|   3.977 eV Å⁻¹
Net charge   +2
Spin multiplicity   5
<S²>   6.01


The following is a quantum chemistry calculation of C12H31CuNO5 as an isolated structure in a non-equilibrium geometry, from the OMol25 dataset.

Each line ends with the Mulliken charge.
Geometry (Å):
H  -3.1699  0.8912  1.2693  0.37
H  -1.8980  0.6767  3.6128  0.41
H  -1.0126  1.9570  1.6736  0.10
H  3.5609  2.3083  0.4860  0.50
H  0.5337  -4.6128  -0.3967  0.34
H  -0.7742  -4.9537  0.5247  0.39
H  1.3858  -2.1761  -1.5815  -0.40
H  -3.4734  -0.7506  1.8499  0.50
H  0.7139  -0.5186  -4.1527  0.35
H  -2.4060  -1.4827  -1.3803  0.10
H  -2.8608  -2.3755  0.2215  0.40
H  1.4089  3.1442  1.8541  0.26
H  -0.4425  -3.5237  2.1405  0.28
C  3.2882  1.3110  0.8313  -2.99
H  -0.7058  3.9930  -3.5383  0.42
H  0.0364  2.3682  3.7350  0.44
H  -1.6174  4.0716  -2.0795  0.29
H  2.4301  2.4877  2.9618  0.38
H  -0.9116  -3.5781  -0.4772  0.16
H  2.5764  -1.6440  -2.7452  0.43
H  3.3339  0.6151  -0.0064  0.04
H  0.8382  0.8338  3.7515  0.33
O  1.9337  1.1244  1.2902  2.08
O  0.6472  -1.9495  1.0742  -0.55
C  -0.6331  3.8082  -2.4666  -1.60
H  -3.9089  -1.1924  -0.5089  0.39
Cu  0.2378  0.0748  0.2472  -1.38
H  0.0382  4.5312  -2.0033  0.26
H  -1.4974  1.8316  -2.6710  0.34
C  0.4962  1.6246  3.0839  -0.73
C  -2.6934  -0.0281  1.6098  -0.89
H  0.5914  -2.2617  -3.9606  0.49
O  -2.0839  -0.4560  0.3614  0.22
H  -0.3715  -1.2459  -2.8602  -0.23
O  1.7069  -0.1162  -1.6972  2.53
C  0.2553  -3.2276  1.3573  -0.59
C  -1.5778  0.2720  2.6527  -0.79
H  4.0356  1.0093  1.5651  0.39
C  0.5592  -1.3138  -3.4234  -0.61
O  -0.2975  1.9053  -1.0085  0.16
C  -0.2132  -4.0803  0.1922  -1.11
N  -0.5657  1.1735  2.1281  0.57
H  1.1938  -3.6708  1.6902  0.38
C  -2.8625  -1.4736  -0.3905  -1.14
C  -0.5553  2.2724  -2.3451  -0.32
C  1.6616  2.1645  2.2596  -0.88
H  2.3968  0.3603  -2.1647  -0.94
H  -1.0270  -0.6412  2.8781  0.31
C  1.5979  -1.4091  -2.3264  -0.45
H  0.1012  1.8721  -3.1177  -0.02

Results
HOMO-LUMO gap (spin up / spin down)   1.804 / 6.182 eV
Max |F|   3.291 eV Å⁻¹
Net charge   -1
Spin multiplicity   3
<S²>   2.01